#i
A cluster of 11 separate species, C11H44N22O11 in total, computed with ωB97M-V/def2-TZVPD.

Each line ends with the Löwdin charge.
Atoms and positions in Å:
N 9.7080 5.3350 10.0473  0.16
C 8.5616 5.9674 10.5054  -0.65
N 8.1785 5.6282 11.7827  0.15
O 7.8643 6.7552 9.8635  0.00
H 10.1721 4.6303 10.6078  0.09
H 9.8817 5.4723 9.0452  0.11
H 7.3468 6.0155 12.1569  0.09
H 8.6136 4.9056 12.3394  0.10
N 7.8136 11.5642 13.5537  0.12
C 8.5328 11.4283 12.3058  -0.56
N 9.8333 10.9269 12.3670  0.16
O 7.8386 11.5618 11.2902  0.01
H 6.9057 11.9932 13.4624  0.10
H 8.3741 11.8083 14.3227  0.02
H 10.4708 11.0210 13.1305  0.05
H 10.0670 10.4355 11.5098  0.08
N 11.2790 12.6151 9.9475  0.16
C 12.2795 11.9406 9.2791  -0.66
N 11.8703 11.0568 8.3641  0.19
O 13.4667 12.1638 9.5105  -0.03
H 10.3003 12.3368 9.9850  0.09
H 11.5946 13.0747 10.8049  0.11
H 11.0284 10.5626 8.5016  0.06
H 12.5697 10.4266 7.9576  0.11
N 16.0810 11.6997 9.5720  0.18
C 17.0291 10.6897 9.4735  -0.54
N 18.3972 11.1234 9.2878  0.12
O 16.7578 9.4775 9.4705  -0.02
H 15.1103 11.4514 9.5625  0.03
H 16.1768 12.5996 9.2501  0.07
H 19.0790 10.3920 9.3407  0.08
H 18.5021 11.6867 8.4639  0.08
N 11.7732 10.8026 15.4946  0.14
C 10.5960 11.5202 15.8076  -0.52
N 10.0056 11.1655 17.0583  0.14
O 10.0282 12.4570 15.1260  -0.06
H 11.7022 9.8078 15.7169  0.10
H 12.2266 11.0903 14.6286  0.08
H 10.3165 10.3828 17.6171  0.09
H 9.1233 11.5858 17.3101  0.10
N 13.8195 9.2168 11.0901  0.20
C 12.5550 9.0179 11.5756  -0.53
N 12.2398 9.3111 12.9784  0.14
O 11.6289 8.7346 10.7727  -0.03
H 14.6806 9.2072 11.5818  0.06
H 14.0322 9.0244 10.1132  0.10
H 11.2871 9.0870 13.1643  0.02
H 12.8390 8.7476 13.5555  0.05
N 15.3798 12.0460 12.8121  0.15
C 15.6355 11.0506 13.7779  -0.59
N 16.6558 11.3099 14.7382  0.13
O 15.0398 9.9791 13.7689  0.00
H 16.2118 12.5568 12.5062  0.10
H 14.8450 11.8038 12.0069  0.05
H 16.6288 10.5647 15.4110  0.08
H 16.8084 12.2407 15.1501  0.10
N 12.0201 7.9761 7.9936  0.12
C 10.7902 8.0830 7.2935  -0.61
N 9.6584 8.3388 8.1378  0.15
O 10.7492 7.8097 6.1159  0.03
H 12.8598 7.5681 7.5925  0.07
H 12.0566 7.9708 9.0102  0.04
H 9.7750 8.3545 9.1420  0.05
H 8.7413 8.3744 7.7595  0.09
N 16.3820 6.5823 9.7585  0.13
C 15.5871 6.1891 8.6812  -0.60
N 15.4380 7.0785 7.5532  0.13
O 14.9198 5.1398 8.7034  -0.02
H 16.2662 5.9975 10.6070  0.11
H 16.7133 7.5506 9.8455  0.05
H 15.3776 6.6608 6.6420  0.09
H 15.8358 7.9792 7.6577  0.05
N 13.5956 6.3223 13.3919  0.12
C 12.2295 5.8069 13.8867  -0.53
N 12.1418 5.4588 15.2351  0.15
O 11.2777 5.7482 13.1342  0.03
H 13.5051 6.6386 12.4372  0.05
H 14.3379 5.6900 13.4840  0.05
H 11.2109 5.5562 15.5552  0.08
H 12.9480 5.8794 15.7486  0.12
N 9.2357 7.9244 13.6967  0.14
C 8.0812 7.6932 14.5697  -0.61
N 7.3840 8.8678 14.8628  0.14
O 7.8876 6.5828 15.0000  0.03
H 9.1236 8.5609 12.9526  0.04
H 9.5020 7.0037 13.3699  0.03
H 6.3754 8.6948 15.0074  0.11
H 7.6105 9.7640 14.4608  0.03

## Properties
- frontier orbital gap (eV) = 9.16
- HOMO (eV) = -9.17
- LUMO (eV) = -0.011
- SMILES = NC(N)=O.NC(N)=O.NC(N)=O.NC(N)=O.NC(N)=O.NC(N)=O.NC(N)=O.NC(N)=O.NC(N)=O.NC(N)=O.NC(N)=O
- total charge = 0



#ii
A cluster of 11 separate species, C11H44N22O11 in total, computed with ωB97M-V/def2-TZVPD.

Each line ends with the Löwdin charge.
Atoms and positions in Å:
N -4.6341 1.4487 -1.0138  0.20
C -3.4580 1.9033 -1.1014  -0.80
N -3.3484 2.8277 -2.0016  0.19
O -2.5258 1.4588 -0.4418  0.02
H -5.4329 2.0486 -1.1626  0.14
H -4.5437 0.5410 -0.5800  0.09
H -4.0933 2.9298 -2.6759  0.12
H -2.6728 3.5744 -1.9236  0.11
N 0.1069 2.6699 -2.8802  0.20
C 0.7189 3.5069 -2.0808  -0.76
N 0.4527 4.7316 -2.4410  0.16
O 1.3903 3.1997 -1.1206  0.02
H -0.4901 3.0947 -3.5754  0.11
H 0.1593 1.7525 -2.4612  0.06
H -0.0779 4.9403 -3.2746  0.11
H 0.8618 5.4247 -1.8307  0.12
N 4.9559 2.3027 1.9114  0.16
C 4.0849 2.0498 0.9516  -0.74
N 2.8433 2.5427 1.1268  0.16
O 4.2627 1.0872 0.2948  0.05
H 4.7318 3.0934 2.4985  0.11
H 5.8560 1.8551 1.8134  0.12
H 2.1671 2.3183 0.4109  0.04
H 2.5675 2.9337 2.0162  0.11
N 0.2311 0.9827 0.6023  0.21
C 0.2382 0.1311 -0.2694  -0.83
N 0.0764 -1.0476 0.2475  0.20
O 0.4211 0.2815 -1.4303  0.03
H 0.2191 0.7728 1.5902  0.10
H 0.1552 1.9468 0.3111  0.11
H -0.0703 -1.8166 -0.3908  0.07
H 0.0018 -0.9993 1.2535  0.08
N -3.8048 -0.0297 -4.2585  0.16
C -2.5035 0.1302 -4.4183  -0.71
N -1.8837 -0.2423 -3.3119  0.19
O -1.8965 0.4686 -5.4797  -0.04
H -4.5265 0.1820 -4.9327  0.11
H -4.1186 -0.1530 -3.3064  0.07
H -0.8893 -0.3134 -3.1502  0.10
H -2.5900 -0.1140 -2.6014  0.06
N -3.0591 -1.2851 0.8225  0.18
C -4.0496 -1.7059 0.1068  -0.75
N -4.7272 -2.4715 0.9169  0.15
O -4.3311 -1.3900 -1.0442  0.02
H -3.0532 -1.5711 1.7912  0.09
H -2.4270 -0.5798 0.4718  0.08
H -5.6894 -2.6292 0.6533  0.12
H -4.2516 -2.7366 1.7675  0.11
N 1.4197 -1.4611 4.8104  0.20
C 1.6834 -0.3615 4.2114  -0.81
N 1.5765 -0.4405 2.9500  0.17
O 2.1633 0.6755 4.6571  0.00
H 1.4776 -1.4545 5.8187  0.13
H 1.1196 -2.2803 4.3015  0.06
H 1.4464 -1.3723 2.5827  0.05
H 1.9866 0.3886 2.5443  0.11
N 4.8372 -0.9464 -2.9985  0.14
C 3.7581 -0.2554 -3.2844  -0.81
N 3.1953 0.1879 -2.2103  0.19
O 3.3643 -0.0502 -4.4248  0.01
H 5.4237 -1.3389 -3.7210  0.11
H 5.1593 -0.9250 -2.0415  0.10
H 2.3143 0.6789 -2.2630  0.09
H 3.8193 0.3089 -1.4254  0.06
N -2.0092 2.1847 4.4865  0.16
C -2.0079 1.6924 3.2619  -0.72
N -1.9367 2.6221 2.3652  0.17
O -2.3174 0.5009 2.9941  -0.02
H -1.7830 3.1506 4.6762  0.11
H -2.3173 1.6372 5.2774  0.12
H -2.0096 3.6109 2.5577  0.12
H -2.1279 2.3774 1.4041  0.08
N 2.2650 -4.1829 -0.8652  0.17
C 1.4868 -3.3990 -1.5354  -0.71
N 2.1853 -2.9041 -2.5268  0.18
O 0.2353 -3.4320 -1.4291  -0.02
H 1.9426 -4.8199 -0.1508  0.12
H 3.2229 -3.9077 -1.0287  0.12
H 3.1521 -2.9960 -2.8043  0.11
H 1.6541 -2.5409 -3.3053  0.13
N -0.1589 -3.6872 1.7313  0.21
C 0.9493 -3.5770 2.4310  -0.77
N 0.8533 -4.1752 3.6440  0.14
O 1.8976 -2.9584 2.0868  0.06
H -0.0701 -3.0694 0.9372  0.07
H -0.8480 -4.3979 1.9315  0.12
H 1.6640 -4.4652 4.1721  0.13
H -0.0203 -4.6627 3.7823  0.11

## Properties
- frontier orbital gap (eV) = 8.42
- HOMO (eV) = -8.32
- LUMO (eV) = 0.095
- SMILES = NC(N)=O.NC(N)=O.NC(N)=O.NC(N)=O.NC(N)=O.NC(N)=O.NC(N)=O.NC(N)=O.NC(N)=O.NC(N)=O.NC(N)=O
- total charge = 0



Most stable pick: #i. Distance to second place: 5.228 eV.



#i
The ion C5H10N3O2 with charge +1, computed with ωB97M-V/def2-TZVPD.

Each line ends with the natural charge from an NBO analysis.
Atoms and positions in Å:
C 0.0508 0.7060 -1.6870  0.22
C -1.0090 1.8230 0.3955  0.61
C -1.0786 1.7402 -1.1152  -0.60
C 1.1759 -0.1785 0.2550  0.11
C -0.1667 -0.7327 0.7626  0.14
N 0.9501 0.1755 -1.0298  -0.44
N -0.9406 2.5418 1.3378  -0.51
N -0.3417 -2.0584 -0.0280  -0.74
O 2.2278 -1.2294 0.2920  -0.75
O -0.3708 -0.9956 2.0999  -0.72
H -0.1083 0.4836 -2.7115  0.19
H -0.7635 2.6422 -1.5024  0.27
H -2.0771 1.3141 -1.4817  0.29
H 1.5510 0.6217 0.8443  0.21
H -0.9379 2.5375 2.2790  0.44
H 0.5405 -2.6257 -0.2484  0.44
H -0.7989 -1.8359 -0.9786  0.43
H -0.9788 -2.5339 0.4771  0.43
H 2.6164 -1.1769 -0.5457  0.48
H 0.4596 -1.2186 2.5851  0.48

## Properties
- frontier orbital gap (alpha / beta) (eV) = 7.50 / 7.49
- HOMO (alpha / beta) (eV) = -11.64 / -11.64
- LUMO (alpha / beta) (eV) = -4.145 / -4.148
- total charge = +1



#ii
The ion C5H10N3O2 with charge +1, computed with ωB97M-V/def2-TZVPD.

Each line ends with the natural charge from an NBO analysis.
Atoms and positions in Å:
N 0.2840 -1.9963 1.0638  -0.74
C 0.3680 -1.3987 -0.1570  0.58
N -0.2251 -1.8955 -1.2124  -0.72
C 1.2932 -0.2228 -0.5447  -0.14
O 0.6271 0.6374 -1.3954  -0.50
C -0.2972 1.4833 -0.7693  0.25
C 0.0242 2.2111 0.5861  -0.53
C -0.8262 1.1054 1.2138  0.68
O -0.9102 0.5695 2.3450  -0.59
N -1.2541 0.6871 0.0243  -0.65
H 0.3316 -1.5020 1.9370  0.46
H 0.0243 -2.9317 1.1097  0.41
H -0.1130 -1.3755 -2.0867  0.44
H -0.9028 -2.6114 -1.1657  0.42
H 1.5374 0.1592 0.3924  0.21
H 2.1580 -0.8227 -1.0099  0.26
H -0.7363 2.1320 -1.5682  0.22
H -0.4592 3.0991 0.7078  0.26
H 1.1224 2.4565 0.8932  0.25
H -2.0462 0.2161 -0.3638  0.43

## Properties
- frontier orbital gap (eV) = 10.15
- HOMO (eV) = -13.86
- LUMO (eV) = -3.703
- SMILES = NC(=[NH2+])CO[C@@H]1CC(=O)N1
- total charge = +1



Most stable pick: #ii. Distance to second place: 4.627 eV.